A molecular structure, C32H24Cl5GaN8O2S2, computed with wB97M-V/def2-TZVPD.

Summary:
Energy relative to the best compared isomer or geometry (same formula, charge and spin) (kcal per mole): 17.6
HOMO energy (eV): -7.3947
LUMO energy (eV): -0.8
Calculated total energy (eV): -186248.6411
HOMO-LUMO gap (hartree): 0.243

Last column: Löwdin charge in e.
Element x y z (Å)
Ga  -0.762  -0.439  1.229  0.42
C  4.559  -2.366  2.093  -0.08
C  3.475  -2.676  1.286  -0.09
C  2.298  -1.965  1.408  -0.11
C  2.215  -0.909  2.315  -0.32
C  3.300  -0.615  3.144  0.00
C  4.462  -1.349  3.031  -0.07
N  1.030  -0.199  2.359  0.00
N  0.987  0.786  3.138  0.15
C  -0.149  1.557  3.103  -0.28
C  -0.239  2.581  4.053  -0.01
C  -1.329  3.426  4.035  -0.08
C  -2.282  3.286  3.034  -0.07
C  -2.185  2.266  2.094  -0.12
C  -1.144  1.351  2.126  -0.11
H  5.478  -2.924  1.995  0.10
H  3.549  -3.483  0.571  0.11
H  1.423  -2.204  0.810  0.10
H  3.201  0.174  3.872  0.11
H  5.290  -1.148  3.695  0.10
H  0.538  2.666  4.799  0.11
H  -1.431  4.206  4.779  0.10
H  -3.126  3.962  3.004  0.10
H  -2.940  2.183  1.322  0.04
N  4.556  -1.687  -5.038  0.11
C  3.878  -1.012  -4.058  -0.32
C  3.635  -1.610  -2.818  -0.01
C  2.882  -0.952  -1.869  -0.05
C  2.358  0.296  -2.142  -0.29
C  2.604  0.911  -3.354  -0.06
C  3.364  0.265  -4.307  -0.02
S  1.363  1.093  -0.898  0.65
O  2.137  1.324  0.291  -0.27
O  0.710  2.232  -1.487  -0.29
N  0.279  -0.062  -0.460  -0.09
C  -0.454  -0.771  -1.299  -0.56
N  -0.393  -0.669  -2.629  0.13
C  -1.189  -1.480  -3.306  -0.11
C  -2.037  -2.400  -2.705  -0.04
C  -2.038  -2.430  -1.316  -0.11
N  -1.253  -1.633  -0.621  0.06
H  5.102  -2.484  -4.762  0.09
H  4.919  -1.150  -5.806  0.09
H  4.051  -2.586  -2.615  0.11
H  2.697  -1.393  -0.904  0.08
H  2.198  1.895  -3.526  0.11
H  3.579  0.737  -5.253  0.11
H  -1.141  -1.368  -4.383  0.12
H  -2.686  -3.039  -3.279  0.10
H  -2.678  -3.096  -0.749  0.13
C  -4.004  3.934  -1.539  -0.05
N  -2.890  3.517  -2.339  -0.13
C  -2.209  4.244  -3.285  -0.06
C  -1.252  3.445  -3.806  -0.08
N  -1.361  2.220  -3.198  0.07
C  -2.343  2.276  -2.269  -0.76
S  -2.876  1.058  -1.286  0.70
H  -4.707  4.502  -2.146  0.09
H  -3.677  4.535  -0.688  0.10
H  -4.487  3.030  -1.162  0.05
H  -2.460  5.262  -3.504  0.12
H  -0.529  3.643  -4.569  0.11
H  -0.691  1.463  -3.225  0.10
Cl  -3.478  -0.643  1.254  0.77
C  -2.947  -1.754  2.435  -0.67
C  -1.567  -1.917  2.512  -0.19
C  -1.122  -2.801  3.487  -0.67
Cl  0.559  -3.108  3.646  0.79
C  -1.996  -3.471  4.345  -0.71
Cl  -1.396  -4.548  5.542  0.68
C  -3.370  -3.278  4.228  -0.71
Cl  -4.457  -4.099  5.265  0.69
C  -3.856  -2.417  3.247  -0.70
Cl  -5.547  -2.194  3.051  0.69

***

A molecular structure, C32H24IMgNO2P, computed with wB97M-V/def2-TZVPD.

Summary:
Total charge: -1
Energy relative to the best compared isomer or geometry (same formula, charge and spin) (kcal per mole): 0.0
HOMO energy (eV): -3.8821
LUMO energy (eV): 2.3
Calculated total energy (eV): -61994.6514
HOMO-LUMO gap (hartree): 0.229

Last column: Löwdin charge in e.
Element x y z (Å)
Mg  -0.816  -1.481  -0.009  0.57
O  -0.212  0.477  -0.114  -0.11
C  0.235  0.249  1.056  -0.68
O  0.327  -0.933  1.555  -0.07
C  0.902  1.464  1.748  -0.21
P  2.528  1.805  0.820  1.09
C  2.156  3.500  0.244  -0.41
C  3.046  4.555  0.318  -0.10
C  2.592  5.846  -0.142  -0.08
C  1.292  6.016  -0.654  -0.12
C  0.472  4.927  -0.822  -0.09
C  0.913  3.666  -0.380  -0.09
C  3.641  2.034  2.201  -0.43
C  3.504  3.077  3.131  -0.11
C  4.259  3.135  4.312  -0.10
C  5.148  2.130  4.694  -0.08
C  5.199  1.060  3.785  -0.10
C  4.493  0.982  2.579  -0.10
H  1.182  1.238  2.763  0.07
H  0.101  2.260  1.760  0.11
H  4.081  4.375  0.592  0.10
H  3.376  6.591  -0.223  0.09
H  1.035  7.049  -0.908  0.10
H  -0.537  5.036  -1.253  0.11
H  0.305  2.735  -0.508  0.10
H  2.719  3.852  2.961  0.12
H  3.951  3.930  5.003  0.10
H  5.593  2.094  5.672  0.09
H  5.774  0.172  4.082  0.10
H  4.642  0.111  1.918  0.11
I  0.357  -1.693  -3.167  0.95
C  0.246  -3.763  -2.782  -0.60
C  0.330  -4.637  -3.866  -0.19
C  0.407  -6.000  -3.690  -0.13
C  0.329  -6.575  -2.445  -0.04
C  0.061  -5.776  -1.260  -0.16
C  -0.092  -6.313  0.005  -0.07
C  -0.299  -5.440  1.081  -0.09
C  -0.440  -4.065  0.907  -0.14
C  -0.358  -3.483  -0.369  -0.18
C  -0.028  -4.295  -1.438  -0.23
H  0.400  -4.303  -4.875  0.07
H  0.487  -6.685  -4.505  0.09
H  0.387  -7.656  -2.297  0.10
H  -0.033  -7.353  0.123  0.08
H  -0.309  -5.800  2.109  0.09
H  -0.561  -3.502  1.827  0.08
C  -3.148  -1.334  -0.295  -0.16
C  -3.999  -0.472  -0.981  -0.33
C  -4.278  -0.499  -2.346  -0.07
C  -5.171  0.386  -2.919  -0.07
C  -5.787  1.350  -2.132  -0.28
C  -5.484  1.405  -0.764  -0.09
C  -4.553  0.628  -0.192  -0.04
C  -6.747  2.296  -2.717  -0.21
N  -7.662  2.939  -3.050  0.09
H  -3.311  -2.403  -0.533  0.06
H  -3.087  -1.078  0.745  0.02
H  -4.049  -1.372  -2.969  0.11
H  -5.334  0.547  -4.026  0.13
H  -5.943  2.164  -0.178  0.10
H  -4.236  0.834  0.823  0.11

***

A molecular structure, C32H24IrN7O8S, computed with wB97M-V/def2-TZVPD.

Summary:
<S²>: 0.75
Total charge: +1
Energy relative to the best compared isomer or geometry (same formula, charge and spin) (kcal per mole): 32.5
HOMO energy (spin up / spin down) (eV): -10.9051 / -10.9042
LUMO energy (spin up / spin down) (eV): -4.6 / -5.2
2S+1: 2
Calculated total energy (eV): -74049.0562
HOMO-LUMO gap (spin up / spin down) (hartree): 0.230 / 0.210

Last column: Mulliken spin population.
Element x y z (Å)
Ir  -0.852  0.486  -0.887  0.67
N  4.274  4.313  0.243  0.00
C  3.812  3.085  -0.125  0.00
C  4.033  2.599  -1.424  0.00
C  3.559  1.360  -1.797  0.00
C  2.861  0.586  -0.875  0.00
C  2.650  1.040  0.424  0.00
C  3.108  2.285  0.790  0.00
S  2.283  -0.968  -1.359  0.00
O  2.337  -1.893  -0.276  0.00
O  2.783  -1.304  -2.652  0.00
N  0.620  -0.642  -1.674  0.00
C  -0.179  -1.529  -2.321  0.00
N  0.118  -2.703  -2.845  0.01
C  -0.910  -3.339  -3.391  0.00
C  -2.227  -2.863  -3.382  0.00
C  -2.460  -1.662  -2.756  0.00
N  -1.413  -0.996  -2.267  0.13
H  4.876  4.834  -0.367  0.00
H  4.215  4.613  1.198  0.00
H  4.596  3.196  -2.131  0.00
H  3.729  0.983  -2.796  0.00
H  2.162  0.404  1.152  0.00
H  2.952  2.641  1.802  0.00
H  -0.684  -4.298  -3.844  0.00
H  -3.029  -3.424  -3.837  0.00
H  -3.437  -1.209  -2.650  0.00
O  -2.594  -0.142  0.101  0.03
C  -1.906  -0.678  1.042  0.01
N  -2.270  -1.432  2.056  0.02
C  -1.051  -1.952  2.719  0.00
C  0.054  -1.138  1.982  0.00
O  1.203  -1.083  2.290  0.01
N  -0.588  -0.455  0.937  0.00
C  -0.922  -3.441  2.412  0.00
C  -1.872  -4.299  2.962  0.00
C  -1.833  -5.654  2.683  0.00
C  -0.836  -6.163  1.858  0.00
C  0.114  -5.313  1.318  0.00
C  0.076  -3.949  1.591  0.00
C  -1.016  -1.641  4.204  0.00
C  -1.957  -0.818  4.807  0.00
C  -1.876  -0.548  6.168  0.00
C  -0.853  -1.093  6.925  0.00
C  0.092  -1.913  6.320  0.00
C  0.011  -2.190  4.967  0.00
H  -3.182  -1.853  2.143  0.00
H  -2.627  -3.912  3.639  0.00
H  -2.569  -6.316  3.119  0.00
H  -0.798  -7.224  1.647  0.00
H  0.900  -5.704  0.684  0.00
H  0.837  -3.307  1.167  0.00
H  -2.757  -0.376  4.226  0.00
H  -2.617  0.089  6.632  0.00
H  -0.792  -0.885  7.985  0.00
H  0.893  -2.342  6.907  0.00
H  0.744  -2.834  4.499  0.00
O  0.371  2.055  -1.493  0.05
C  -0.562  2.526  -2.222  0.04
O  -1.663  1.854  -2.157  0.00
C  -0.396  3.702  -3.062  0.01
C  0.809  4.405  -3.024  0.00
C  0.974  5.518  -3.829  0.00
C  -0.053  5.924  -4.671  0.00
C  -1.234  5.204  -4.687  0.00
C  -1.436  4.095  -3.897  0.00
N  -2.327  5.636  -5.589  0.00
O  -3.351  4.988  -5.563  0.00
O  -2.097  6.567  -6.327  0.00
H  1.602  4.069  -2.366  0.00
H  1.900  6.074  -3.806  0.00
H  0.049  6.786  -5.315  0.00
H  -2.373  3.559  -3.934  0.00